14
Properties=species:S:1:pos:R:3:nbo_charge:R:1 method="wB97M-V/def2-TZVPD" spin_multiplicity=1 homo_lumo_gap_ev="7.74 / 7.74" e_above_lowest_kcal_mol=69.41 charge=+1 homo_ev="-13.8 / -13.8"
C -0.058 1.108 -0.462 0.369
C 0.303 -0.924 0.423 -0.111
N -0.690 1.060 0.740 -0.361
N -0.721 -0.199 1.208 -0.282
N 0.590 0.007 -0.710 -0.492
O -2.422 -2.306 -0.159 -0.833
O -3.127 0.092 -0.131 -0.877
S -2.634 -1.085 0.529 1.976
Cl -3.808 -1.561 2.194 -0.093
H -0.152 1.909 -1.175 0.264
H 1.229 -1.279 1.066 0.260
H -0.047 -1.791 0.010 0.245
H -1.472 1.706 0.834 0.460
H 0.994 -0.248 -1.634 0.474

50
Properties=species:S:1:pos:R:3:nbo_charge:R:1 method="wB97M-V/def2-TZVPD" spin_multiplicity=1 homo_lumo_gap_ev=6.09 e_above_lowest_kcal_mol=5.18 charge=-1 homo_ev=-3.7
Pd -0.147 -1.515 0.053 0.463
N 1.888 -2.725 -2.766 -0.813
C 2.269 -3.146 -1.518 0.268
N 1.421 -3.365 -0.576 -0.501
C 2.031 -3.796 0.586 0.113
C 3.374 -3.923 0.510 -0.458
S 3.925 -3.474 -1.070 0.317
C 1.149 -3.946 1.758 0.199
C 1.488 -4.199 3.042 -0.472
S 0.092 -4.055 4.054 0.307
C -0.858 -3.665 2.633 0.272
N -0.180 -3.669 1.541 -0.512
N -2.200 -3.413 2.665 -0.821
H 0.937 -2.367 -2.765 0.432
H 2.549 -2.162 -3.274 0.382
H 4.076 -4.212 1.276 0.233
H 2.460 -4.397 3.464 0.230
H -2.589 -3.072 3.525 0.379
H -2.547 -2.985 1.807 0.450
Cl -3.671 -4.810 -0.721 -0.036
C -3.153 -3.550 -1.861 -0.286
Cl -4.569 -2.826 -2.681 -0.052
C -2.336 -2.429 -1.173 0.742
O -1.361 -2.013 -1.853 -0.758
O -2.724 -2.057 -0.057 -0.737
H -2.563 -4.032 -2.627 0.224
N -0.979 3.842 -0.015 -0.562
C -0.816 5.096 -0.561 0.167
C -1.647 6.203 -0.653 -0.271
C -1.118 7.342 -1.244 -0.234
C 0.198 7.363 -1.721 -0.244
C 1.020 6.251 -1.622 -0.211
C 0.508 5.100 -1.030 0.077
N 1.116 3.884 -0.775 -0.488
C 0.206 3.157 -0.170 0.424
C 0.387 1.805 0.340 -0.161
C -0.568 1.168 1.121 -0.234
C -0.285 -0.079 1.707 -0.090
N 0.931 -0.714 1.589 -0.474
C 1.759 -0.148 0.643 -0.062
C 1.564 1.097 0.070 -0.257
H -1.824 3.457 0.366 0.414
H -2.666 6.183 -0.285 0.207
H -1.731 8.229 -1.332 0.202
H 0.579 8.271 -2.173 0.202
H 2.039 6.264 -1.990 0.215
H -1.530 1.617 1.337 0.191
H -0.931 -0.458 2.490 0.199
H 2.707 -0.659 0.508 0.195
H 2.320 1.533 -0.570 0.226

13
Properties=species:S:1:pos:R:3:nbo_charge:R:1 method="wB97M-V/def2-TZVPD" spin_multiplicity=1 homo_lumo_gap_ev=10.19 e_above_lowest_kcal_mol=72.48 homo_ev=-10.2 smiles="C#CC(=O)[C@@H](C)O"
C 3.228 0.208 -0.163 -0.134
C 2.033 0.089 -0.003 -0.122
C 0.663 -0.417 -0.163 0.483
O 0.767 -1.268 -1.031 -0.514
C -0.834 -0.329 0.408 0.045
C -1.565 1.002 0.248 -0.622
O -1.546 -1.289 -0.323 -0.720
H 4.276 0.434 -0.195 0.242
H -0.837 -0.620 1.472 0.188
H -2.621 0.852 0.514 0.232
H -1.540 1.327 -0.796 0.218
H -1.144 1.776 0.893 0.211
H -0.880 -1.766 -0.859 0.494

65
Properties=species:S:1:pos:R:3:nbo_charge:R:1 method="wB97M-V/def2-TZVPD" spin_multiplicity=1 homo_lumo_gap_ev=7.57 charge=+1 homo_ev=-10.3
Bi -1.969 -0.438 1.743 1.318
S -2.291 2.016 0.405 -0.616
P -0.805 1.143 -0.818 1.459
C -0.511 -0.319 0.033 -1.528
P -0.652 -2.041 -0.477 1.451
S -2.361 -2.730 0.416 -0.518
C -0.523 -2.579 -2.150 -0.456
C -1.746 -2.640 -2.827 -0.163
C -1.713 -3.158 -4.121 -0.190
C -0.513 -3.696 -4.659 -0.182
C 0.620 -3.741 -3.877 -0.187
C 0.658 -3.137 -2.620 -0.173
C 0.695 -2.945 0.367 -0.402
C 0.461 -4.215 0.875 -0.179
C 1.398 -4.830 1.685 -0.208
C 2.619 -4.217 1.888 -0.190
C 2.917 -3.028 1.226 -0.199
C 1.945 -2.415 0.440 -0.210
C 0.532 2.356 -0.472 -0.369
C 1.478 2.043 0.587 -0.213
C 2.410 3.023 1.019 -0.222
C 2.481 4.182 0.215 -0.194
C 1.590 4.454 -0.839 -0.194
C 0.534 3.594 -1.122 -0.180
C -1.232 1.122 -2.581 -0.446
C -0.241 1.342 -3.516 -0.174
C -0.476 1.198 -4.894 -0.214
C -1.811 1.113 -5.355 -0.172
C -2.876 1.013 -4.420 -0.210
C -2.544 0.898 -3.047 -0.153
H -2.594 -2.198 -2.387 0.229
H -2.535 -2.955 -4.748 0.222
H -0.386 -4.066 -5.657 0.230
H 1.546 -4.271 -4.221 0.228
H 1.525 -3.134 -1.965 0.236
H -0.553 -4.606 0.738 0.233
H 1.173 -5.796 2.128 0.229
H 3.372 -4.683 2.516 0.226
H 3.908 -2.572 1.132 0.224
H 2.175 -1.541 -0.138 0.220
H 1.443 1.048 0.931 0.226
H 3.155 2.706 1.769 0.226
H 3.173 4.981 0.395 0.224
H 1.785 5.234 -1.535 0.224
H -0.128 3.825 -1.922 0.228
H 0.795 1.585 -3.227 0.230
H 0.329 1.217 -5.653 0.233
H -2.025 0.923 -6.426 0.230
H -3.877 1.020 -4.809 0.232
H -3.315 0.523 -2.325 0.235
S -0.251 -1.088 3.690 -0.213
C -0.416 0.495 4.352 0.343
N -1.219 0.836 5.311 -0.559
C -1.145 2.124 6.045 -0.227
C -0.833 3.230 5.038 -0.423
C 0.374 2.838 4.100 -0.221
N 0.470 1.434 3.904 -0.575
H -1.925 0.131 5.560 0.437
H -0.334 2.072 6.822 0.214
H -2.086 2.227 6.616 0.237
H -0.616 4.209 5.417 0.246
H -1.779 3.291 4.469 0.219
H 1.302 3.178 4.585 0.206
H 0.255 3.327 3.162 0.234
H 1.162 1.092 3.232 0.433

135
Properties=species:S:1:pos:R:3:lowdin_charge:R:1 method="wB97M-V/def2-TZVPD" spin_multiplicity=1 homo_lumo_gap_ev=9.79 e_above_lowest_kcal_mol=43.12 homo_ev=-9.3 smiles=COC[C@H](C)N.COC[C@H](C)N.COC[C@H](C)N.COC[C@H](C)N.COC[C@H](C)N.OCCO.OCCO.CO.CO.CO.CO.CO
C 2.860 -3.266 1.843 -0.062
O 2.520 -2.448 2.943 -0.215
C 3.651 -1.940 3.529 -0.243
C 3.255 -0.841 4.441 -0.427
C 2.428 0.200 3.700 -0.051
N 4.465 -0.192 4.959 0.046
H 3.633 -3.988 2.127 0.101
H 3.195 -2.672 0.982 0.087
H 1.967 -3.790 1.506 0.084
H 4.212 -2.739 4.035 0.143
H 4.303 -1.501 2.759 0.115
H 2.613 -1.196 5.264 0.142
H 1.501 -0.184 3.258 0.051
H 3.002 0.723 2.934 0.065
H 2.044 0.951 4.410 0.084
H 5.136 -0.898 5.273 0.076
H 4.238 0.368 5.770 0.076
C 5.981 -1.310 0.147 -0.112
O 4.957 -1.331 -0.832 -0.212
C 5.451 -1.017 -2.126 -0.213
C 4.370 -1.258 -3.150 -0.429
C 4.940 -1.335 -4.545 -0.074
N 3.352 -0.158 -3.082 0.050
H 5.509 -1.147 1.108 0.059
H 6.712 -0.503 -0.012 0.089
H 6.538 -2.254 0.089 0.096
H 5.869 -0.003 -2.134 0.131
H 6.279 -1.723 -2.360 0.130
H 3.836 -2.180 -2.881 0.137
H 5.755 -2.060 -4.600 0.076
H 5.331 -0.373 -4.896 0.085
H 4.172 -1.620 -5.272 0.077
H 2.610 -0.354 -3.767 0.071
H 2.835 -0.260 -2.196 0.036
C -2.132 2.560 -1.398 -0.099
O -2.233 3.809 -2.052 -0.171
C -1.009 4.442 -2.132 -0.266
C -1.192 5.795 -2.767 -0.431
C -1.762 5.656 -4.162 -0.066
N 0.178 6.384 -2.902 0.024
H -1.636 2.677 -0.423 0.076
H -1.543 1.848 -2.002 0.078
H -3.137 2.179 -1.260 0.089
H -0.586 4.592 -1.124 0.124
H -0.332 3.846 -2.751 0.132
H -1.853 6.393 -2.123 0.140
H -2.803 5.330 -4.144 0.079
H -1.187 4.897 -4.699 0.086
H -1.723 6.590 -4.725 0.074
H 0.604 6.583 -1.995 0.066
H 0.107 7.289 -3.368 0.066
C -2.793 -0.976 -3.109 -0.116
O -3.532 -0.780 -4.258 -0.180
C -4.107 -1.980 -4.684 -0.247
C -4.871 -1.680 -5.945 -0.412
C -5.550 -2.925 -6.505 -0.074
N -3.959 -1.092 -7.029 0.035
H -2.307 -0.055 -2.782 0.069
H -2.017 -1.732 -3.261 0.076
H -3.473 -1.246 -2.287 0.090
H -3.338 -2.757 -4.861 0.134
H -4.757 -2.372 -3.876 0.135
H -5.617 -0.911 -5.710 0.138
H -5.949 -2.740 -7.491 0.072
H -6.286 -3.345 -5.815 0.078
H -4.787 -3.722 -6.583 0.081
H -3.377 -1.865 -7.377 0.064
H -3.292 -0.460 -6.568 0.061
C -5.173 -1.011 1.071 -0.092
O -3.967 -0.745 1.745 -0.239
C -4.089 -0.099 3.002 -0.194
C -4.314 1.402 2.919 -0.424
C -3.399 2.052 1.901 -0.060
N -4.127 2.049 4.280 0.031
H -5.846 -0.145 1.082 0.092
H -5.712 -1.849 1.532 0.090
H -4.896 -1.232 0.045 0.084
H -4.810 -0.553 3.694 0.133
H -3.092 -0.192 3.465 0.120
H -5.363 1.608 2.637 0.131
H -3.569 3.101 1.674 0.084
H -3.442 1.507 0.951 0.053
H -2.348 1.962 2.223 0.079
H -3.154 1.758 4.564 0.042
H -4.614 1.462 5.002 0.077
O 4.488 3.930 -0.673 -0.028
C 3.787 2.750 -0.624 -0.292
C 4.569 1.786 0.193 -0.224
O 4.528 2.250 1.575 -0.084
H 4.032 4.565 -1.232 0.095
H 2.793 2.831 -0.156 0.117
H 3.618 2.313 -1.619 0.116
H 5.598 1.641 -0.159 0.117
H 4.110 0.794 0.238 0.097
H 5.071 1.664 2.114 0.070
O 1.145 -0.032 -0.812 -0.090
C 0.910 0.310 0.573 -0.194
C -0.212 -0.490 1.128 -0.235
O -1.405 -0.091 0.466 -0.070
H 0.267 -0.120 -1.224 0.088
H 1.828 0.129 1.122 0.099
H 0.668 1.376 0.648 0.121
H -0.312 -0.273 2.215 0.108
H -0.023 -1.572 1.088 0.108
H -2.146 -0.569 0.896 0.070
C 0.803 3.770 2.822 -0.107
O 0.036 3.074 3.807 -0.147
H 0.219 3.824 1.898 0.070
H 0.987 4.794 3.144 0.087
H 1.735 3.247 2.650 0.069
H -0.325 3.723 4.420 0.093
C 0.282 -3.036 -2.043 -0.140
O 1.379 -2.876 -1.125 -0.154
H 0.122 -4.090 -2.239 0.078
H -0.639 -2.608 -1.616 0.064
H 0.519 -2.516 -2.986 0.077
H 1.417 -1.932 -0.866 0.031
C -0.606 -3.784 3.256 -0.153
O 0.222 -3.308 4.329 -0.138
H -1.634 -3.816 3.590 0.066
H -0.461 -3.163 2.360 0.054
H -0.287 -4.801 2.954 0.083
H 1.097 -3.089 3.932 0.046
C -0.721 -0.159 5.283 -0.159
O -1.335 1.104 5.237 -0.157
H -0.599 -0.548 4.272 0.048
H 0.233 -0.076 5.798 0.078
H -1.387 -0.829 5.815 0.087
H -0.669 1.670 4.766 0.049
C -3.395 -4.205 1.126 -0.162
O -2.883 -5.144 0.193 -0.116
H -3.427 -4.619 2.133 0.079
H -2.821 -3.277 1.054 0.065
H -4.419 -3.968 0.838 0.072
H -2.116 -5.561 0.598 0.071

83
Properties=species:S:1:pos:R:3:mulliken_spin:R:1 method="wB97M-V/def2-TZVPD" spin_multiplicity=2 homo_lumo_gap_ev="7.23 / 7.27" e_above_lowest_kcal_mol=10.93 homo_ev="-7.2 / -7.7"
Hg 0.587 -1.566 -1.933 0.000
N 2.162 -0.349 2.927 0.001
C 1.327 -1.162 2.210 0.000
N 1.242 -0.746 0.950 0.000
C 2.000 0.405 0.941 0.002
N 2.663 0.626 2.120 0.000
C 2.266 1.210 -0.185 -0.001
C 3.133 2.273 0.025 0.000
N 3.318 3.257 -0.862 0.000
C 2.858 3.022 -2.071 0.000
C 2.106 1.830 -2.345 0.000
N 1.744 1.024 -1.404 0.000
H 2.422 -0.530 3.860 0.000
H 0.816 -1.986 2.703 0.000
H 3.573 2.446 1.051 0.001
H 2.956 3.825 -2.786 0.000
H 1.725 1.671 -3.330 0.000
C 9.380 1.658 -3.405 -0.020
C 8.390 1.093 -4.194 0.014
C 7.384 0.250 -3.622 -0.026
C 7.324 0.130 -2.277 0.060
C 8.406 0.610 -1.488 0.007
C 9.372 1.419 -2.043 0.011
C 6.250 -0.498 -1.489 -0.123
C 6.381 -0.681 -0.184 0.576
C 6.766 -1.016 1.078 0.026
C 5.838 -0.819 2.149 0.129
C 6.140 -1.284 3.382 -0.099
C 7.254 -2.021 3.706 0.214
C 8.285 -2.109 2.654 -0.097
C 8.065 -1.555 1.396 0.197
H 10.126 2.378 -3.755 -0.001
H 8.357 1.405 -5.295 0.000
H 6.514 -0.010 -4.261 -0.002
H 8.371 0.288 -0.474 0.002
H 10.124 1.939 -1.394 0.001
H 5.401 -0.887 -2.008 0.043
H 4.892 -0.369 1.883 0.065
H 5.373 -1.112 4.134 -0.003
H 7.326 -2.646 4.581 0.014
H 9.279 -2.589 2.886 -0.001
H 8.895 -1.555 0.643 0.010
C -4.497 -0.346 2.797 0.000
C -4.859 0.613 1.676 0.000
C -3.663 1.619 1.621 0.000
C -6.178 1.309 1.957 0.000
Si -5.056 -0.288 -0.064 0.000
Br -2.881 -0.905 -0.630 0.000
C -5.682 0.910 -1.346 0.000
C -4.952 2.269 -1.344 0.000
C -5.401 0.303 -2.775 0.000
C -7.185 1.150 -1.260 0.000
C -5.880 -2.113 0.092 0.000
C -7.137 -1.973 0.951 0.000
C -6.336 -2.586 -1.313 0.000
C -4.890 -3.116 0.691 0.000
H -4.542 0.130 3.808 0.000
H -3.474 -0.740 2.680 0.000
H -5.222 -1.176 2.792 0.000
H -3.638 2.007 2.650 0.000
H -3.819 2.407 0.919 0.000
H -2.782 1.051 1.414 0.000
H -6.036 1.977 2.840 0.000
H -7.056 0.685 2.198 0.000
H -6.521 1.932 1.143 0.000
H -3.858 2.161 -1.230 0.000
H -5.311 2.833 -0.447 0.000
H -5.355 2.841 -2.164 0.000
H -4.303 0.114 -2.935 0.000
H -5.734 1.045 -3.525 0.000
H -5.879 -0.676 -2.946 0.000
H -7.545 1.688 -0.394 0.000
H -7.767 0.278 -1.271 0.000
H -7.488 1.794 -2.109 0.000
H -8.027 -1.553 0.480 0.000
H -7.002 -1.426 1.859 0.000
H -7.450 -3.018 1.140 0.000
H -7.065 -1.922 -1.760 0.000
H -6.843 -3.555 -1.162 0.000
H -5.471 -2.794 -2.007 0.000
H -4.383 -2.760 1.644 0.000
H -4.126 -3.458 -0.061 0.000
H -5.493 -3.981 0.917 0.000

50
Properties=species:S:1:pos:R:3:nbo_charge:R:1 method="wB97M-V/def2-TZVPD" spin_multiplicity=1 homo_lumo_gap_ev=11.32 e_above_lowest_kcal_mol=2.98 homo_ev=-10.5 smiles="CCCCCCCCCCCCCCCC(=O)O"
C 6.183 -0.274 -1.236 -0.602
C 6.126 -1.588 -0.463 -0.400
C 4.751 -2.269 -0.505 -0.401
C 3.886 -2.023 0.733 -0.391
C 3.451 -0.574 0.959 -0.394
C 2.560 0.010 -0.139 -0.395
C 1.203 -0.682 -0.254 -0.402
C 0.304 0.021 -1.268 -0.391
C -1.019 -0.704 -1.518 -0.386
C -1.925 -0.831 -0.292 -0.389
C -2.349 0.518 0.285 -0.417
C -3.426 0.352 1.354 -0.393
C -3.767 1.652 2.084 -0.388
C -4.411 2.728 1.210 -0.397
C -5.764 2.301 0.633 -0.523
C -5.624 1.514 -0.644 0.802
O -4.828 1.728 -1.518 -0.607
O -6.539 0.536 -0.734 -0.689
H 7.184 0.150 -1.185 0.207
H 5.938 -0.441 -2.283 0.200
H 5.484 0.454 -0.834 0.200
H 6.871 -2.263 -0.891 0.200
H 6.412 -1.411 0.576 0.194
H 4.896 -3.350 -0.585 0.206
H 4.215 -1.953 -1.401 0.193
H 2.997 -2.654 0.664 0.199
H 4.444 -2.351 1.614 0.199
H 4.338 0.052 1.067 0.197
H 2.907 -0.528 1.907 0.200
H 2.393 1.068 0.084 0.200
H 3.072 -0.040 -1.101 0.194
H 1.341 -1.719 -0.564 0.194
H 0.724 -0.684 0.727 0.193
H 0.838 0.090 -2.220 0.200
H 0.106 1.042 -0.935 0.195
H -1.566 -0.165 -2.296 0.203
H -0.804 -1.706 -1.897 0.195
H -1.428 -1.422 0.480 0.192
H -2.822 -1.380 -0.591 0.198
H -1.486 1.019 0.728 0.191
H -2.726 1.142 -0.526 0.219
H -4.329 -0.061 0.900 0.190
H -3.078 -0.373 2.095 0.204
H -4.444 1.422 2.911 0.196
H -2.851 2.063 2.515 0.202
H -4.555 3.622 1.820 0.209
H -3.749 2.990 0.384 0.223
H -6.345 3.190 0.374 0.244
H -6.340 1.717 1.351 0.227
H -6.451 0.067 -1.578 0.496

15
Properties=species:S:1:pos:R:3:nbo_charge:R:1 method="wB97M-V/def2-TZVPD" spin_multiplicity=1 homo_lumo_gap_ev=9.69 e_above_lowest_kcal_mol=43.57 homo_ev=-8.9
O 0.768 -2.353 2.253 -0.611
C -0.266 -1.746 2.430 0.671
O -0.804 -0.798 1.686 -0.481
C -0.255 -0.214 0.529 -0.074
C 0.852 -0.513 -0.165 0.128
O 1.787 -1.442 0.030 -0.676
H -0.913 -1.929 3.294 0.134
H -0.885 0.613 0.237 0.211
H 1.056 0.090 -1.048 0.198
H 1.564 -1.922 0.860 0.501
C -0.581 2.043 -2.021 -0.863
H 0.058 2.373 -1.194 0.213
H -1.457 2.692 -2.084 0.218
H -0.020 2.095 -2.957 0.219
H -0.904 1.013 -1.852 0.211

no.,DFT total energy (Ha),F_max (eV/Å)
1,-1251.96657,3.1
2,-3150.29900,0.5
3,-344.48640,1.6
4,-3323.08007,3.3
5,-2484.03886,2.3
6,-4535.76060,4.4
7,-779.35972,0.6
8,-382.89538,0.5